Molecular formula: C4H6O2
Method: DFT, ωB97M-V with the def2-TZVPD basis set

```
12
C4H6O2 (ωB97M-V with the def2-TZVPD basis set)
O -0.433 1.190 -0.552
H -0.952 -0.591 1.410
C 0.412 0.304 0.044
C 0.056 -0.556 1.005
C 1.796 0.426 -0.520
H 2.140 1.462 -0.425
H -1.340 0.997 -0.272
H 0.784 -1.241 1.424
C -3.057 -0.496 -0.266
H 2.493 -0.235 0.003
H 1.793 0.174 -1.587
O -3.693 -1.434 -0.266
```

HOMO   -8.817 eV

***

Molecular formula: C3H6OSn
Method: DFT, ωB97M-V with the def2-TZVPD basis set

```
11
C3H6OSn (ωB97M-V with the def2-TZVPD basis set)
Sn -3.006 -1.217 2.885
O -1.181 -0.307 0.727
H 0.957 -0.656 -1.521
H 0.227 1.983 0.740
H 0.199 -2.007 -0.755
H -0.697 1.701 -0.748
C 0.736 -1.083 -0.542
H 1.096 1.494 -0.746
C 0.175 1.390 -0.173
C -0.142 -0.037 0.086
H 1.636 -1.262 0.047
```

Total charge   +2
HOMO   -17.986 eV

***

Molecular formula: C4H9N2O
Method: DFT, ωB97M-V with the def2-TZVPD basis set

```
16
C4H9N2O (ωB97M-V with the def2-TZVPD basis set)
H -1.767 -2.901 -0.423
C -0.824 1.711 -0.936
C 1.635 -1.440 1.685
O -0.151 0.581 -1.191
H -1.409 1.647 0.016
H 1.785 -2.447 2.065
H 2.399 -0.689 1.838
N 0.027 2.928 -0.798
N -0.561 -2.044 0.941
H 0.425 3.096 -1.717
C 0.475 -1.105 1.141
H -0.569 -1.598 -1.077
H -1.575 1.980 -1.717
H 0.809 2.622 -0.225
H 0.258 -0.148 0.646
C -0.957 -2.194 -0.249
```

Total charge   -1
HOMO   -2.999 eV

***

Molecular formula: C4H11NO2
Method: DFT, ωB97M-V with the def2-TZVPD basis set

```
18
C4H11NO2 (ωB97M-V with the def2-TZVPD basis set)
H -0.640 1.046 1.983
C 0.199 -0.031 0.350
H -0.841 -1.816 -1.487
H 1.717 0.706 -1.040
C 1.200 1.012 -0.136
O -0.338 -0.259 -2.691
H -0.897 -0.661 2.060
H 0.634 -1.014 0.216
C -1.118 -0.780 -1.637
H -2.140 -0.641 -1.991
C -0.131 0.085 1.830
H 0.695 1.973 -0.187
O 0.973 0.059 2.695
H 1.945 1.202 0.645
H -1.438 0.838 -0.456
H 1.330 -0.834 2.701
N -1.063 -0.099 -0.384
H 0.569 -0.555 -2.545
```

SMILES string   C[C@@H](CO)NCO
HOMO   -9.294 eV

***

Molecular formula: C5H11O2
Method: DFT, ωB97M-V with the def2-TZVPD basis set

```
18
C5H11O2 (ωB97M-V with the def2-TZVPD basis set)
O -1.020 1.281 2.461
H 1.132 0.435 2.240
H 0.216 1.213 -2.779
H 1.858 -0.296 -0.934
H 0.583 1.434 -1.187
C 0.590 -0.409 2.719
H 1.627 -0.676 -2.828
H -1.513 0.756 -0.581
H 0.952 -0.304 3.734
C -1.222 0.281 -1.486
C 0.206 0.711 -1.726
C 1.130 -0.519 -1.765
O -1.933 -0.803 2.626
H 0.886 -1.285 2.319
H 0.536 -1.415 -1.676
C -0.964 0.031 2.569
H -1.817 0.422 -2.395
H -1.246 -0.857 -1.312
```

Multiplicity   2
Total charge   -2
⟨S²⟩   0.7507
HOMO (alpha / beta)   4.070 / -1.542 eV

***

Molecular formula: C35H44SbY
Method: DFT, ωB97M-V with the def2-TZVPD basis set

```
81
C35H44SbY (ωB97M-V with the def2-TZVPD basis set)
C 0.569 -0.308 -2.334
C 3.029 2.508 1.950
C -3.299 -1.361 -3.881
H 1.811 -0.612 2.458
C -0.685 0.030 7.681
H -2.384 -1.282 7.645
H -1.503 -3.749 -0.298
H 2.624 -0.496 -4.206
H 2.928 1.467 -3.442
C 1.011 2.334 -2.775
Y -0.461 0.400 -0.186
H 0.727 4.341 -3.492
H 3.975 3.023 1.847
C 0.120 3.446 -3.351
H 1.119 -3.077 -1.963
H 3.876 -0.865 -1.327
H 1.752 1.746 -4.719
C -3.239 -0.554 -2.575
C 0.199 1.052 -2.562
C -1.715 -0.666 7.060
H 0.687 1.550 4.987
H -4.066 1.329 -1.824
C -1.229 1.110 -2.498
H -3.229 -2.319 -1.281
H -5.140 0.413 -2.874
H -3.843 -0.832 -0.495
H 0.972 1.369 7.425
H 0.619 3.125 -0.800
C -1.777 -0.181 -2.356
C -3.801 -1.401 -1.433
C 0.175 0.825 6.937
H 2.706 -2.810 -1.260
H 2.615 3.101 -3.996
H 2.645 -0.058 -0.384
H 1.715 -2.005 -4.139
H 1.285 -2.189 -0.441
C 0.088 -2.446 2.986
C 0.592 1.168 2.273
C -0.669 -1.045 -2.218
C -1.892 -0.567 5.689
C 2.975 -0.256 -1.415
H -2.180 -1.572 0.616
H 3.939 0.574 2.155
C 1.490 2.833 -1.411
H 0.491 -2.121 3.938
C 3.008 1.126 2.122
H -2.732 -2.290 -3.799
C 0.408 -3.705 2.498
H -0.293 3.169 -4.321
C -1.343 -2.098 1.082
H 2.086 2.108 -0.856
C -4.101 0.700 -2.720
H 3.374 -1.945 -3.531
H -2.703 -1.109 5.215
C 0.011 0.929 5.562
H -1.814 2.002 -2.663
C 0.630 2.558 2.070
H 1.073 -4.346 3.063
H -3.798 1.303 -3.577
C -1.020 0.226 4.949
Sb -1.305 0.350 2.876
H -4.828 -1.691 -1.656
C -0.793 -1.627 2.279
H 2.093 3.740 -1.502
H -0.288 3.141 2.117
C 2.148 2.139 -3.782
C 1.803 0.456 2.281
C -1.031 -3.371 0.600
H -0.555 -0.046 8.752
H 0.098 -5.158 0.945
C 1.844 3.225 1.923
C 1.732 -2.349 -1.431
C -0.144 -4.166 1.304
H -4.334 -1.616 -4.115
H -0.700 3.723 -2.687
H -0.736 -2.116 -2.113
H -2.893 -0.786 -4.714
C 1.920 -1.038 -2.207
C 2.440 -1.386 -3.608
H 1.858 4.300 1.798
H 3.264 0.685 -1.865
```

Total charge   +2
HOMO   -14.295 eV

***

Molecular formula: C3H14CoNOS
Method: DFT, ωB97M-V with the def2-TZVPD basis set

```
21
C3H14CoNOS (ωB97M-V with the def2-TZVPD basis set)
N 1.355 0.895 -1.449
H 2.273 0.556 -1.202
C -0.897 -0.877 -1.565
S 0.946 0.840 2.510
H 1.758 2.374 4.099
H -0.234 -1.776 -1.640
C 2.065 -0.332 3.265
H 2.692 2.480 2.545
H 1.955 -0.163 4.350
H 1.058 3.220 2.662
Co 0.071 0.060 -0.086
H 1.760 -1.357 3.002
H 1.421 1.899 -1.414
H -1.894 -1.183 -1.178
H 3.086 -0.148 2.928
O 1.353 0.820 0.996
H -1.022 -0.298 -2.505
C 1.702 2.394 3.000
H -1.575 0.295 0.051
H -1.421 -0.275 0.689
H 1.236 0.670 -2.431
```

Multiplicity   4
Total charge   -1
⟨S²⟩   3.8047
HOMO (alpha / beta)   0.530 / -3.439 eV

***

Molecular formula: C10H9F6N4O7
Method: DFT, ωB97M-V with the def2-TZVPD basis set

```
36
C10H9F6N4O7 (ωB97M-V with the def2-TZVPD basis set)
C 5.229 0.806 -3.341
O -1.197 1.394 2.353
F -4.125 2.037 1.072
C 1.084 -2.003 0.950
H 0.418 1.296 -1.023
H -0.744 -1.952 2.072
C -4.955 -0.039 0.372
N 1.662 -1.110 0.193
H 4.597 3.479 -1.825
O 5.103 0.315 -2.076
C -3.839 0.735 1.119
C 4.893 1.415 -1.191
H -4.704 -2.156 2.460
F -3.770 0.377 2.393
N -0.144 -0.231 1.037
O 1.131 1.090 -0.404
H 4.211 1.137 -0.390
H 1.875 -3.860 0.528
H 5.849 1.713 -0.758
N 1.498 -3.247 1.223
C 0.898 -0.036 0.228
F -2.248 1.443 -0.510
C 4.322 2.468 -2.112
O -5.785 -2.227 -0.024
F -6.113 0.493 0.758
O 5.564 0.171 -4.278
H 1.455 -3.600 2.160
C -1.274 0.658 1.418
N -0.068 -1.505 1.473
H 3.234 2.402 -2.196
O 4.899 2.125 -3.371
C -2.465 0.549 0.443
F -4.807 0.163 -0.929
C -5.042 -1.555 0.657
O -4.226 -2.069 1.629
F -2.416 -0.675 -0.108
```

Total charge   +1
HOMO   -12.980 eV

***

Molecular formula: C38H24BrF5NO4P2S2SeTi
Method: DFT, ωB97M-V with the def2-TZVPD basis set

```
79
C38H24BrF5NO4P2S2SeTi (ωB97M-V with the def2-TZVPD basis set)
H -5.192 -2.463 -1.784
H 0.667 1.589 -2.441
C 1.652 -3.381 0.582
C -0.505 -0.333 3.055
S -2.936 1.481 0.554
C -0.425 4.756 4.729
C 0.274 3.713 4.154
C -0.683 -2.351 -1.931
C 2.790 -0.807 1.970
C 0.125 3.321 -3.599
C 1.413 -2.281 -0.230
C -4.462 -1.801 -2.235
H 0.861 -3.730 1.232
P -1.702 0.881 -0.851
C 2.572 -2.404 3.732
F -1.700 5.011 4.391
H 4.849 -4.042 -0.295
S -1.413 -2.412 1.069
C 3.646 -2.461 -1.103
C -0.864 4.254 -3.868
C -0.159 -1.835 -3.110
H -2.422 -4.949 -3.232
H 3.005 -3.177 4.354
O -1.541 -0.567 3.881
H 4.421 -2.029 2.629
C -2.716 -0.161 -2.001
Ti 0.780 1.061 1.107
C -2.312 3.184 -2.289
H 1.079 3.381 -4.109
C 1.614 3.422 4.462
C 2.421 -1.820 -1.069
H 0.622 -2.515 4.630
C 0.725 -1.025 3.080
C -0.430 -2.449 -4.318
H -1.446 -4.055 -5.309
C 3.390 0.055 0.865
F -0.464 6.574 6.282
C 1.261 -2.049 3.898
H 3.080 -4.823 1.248
H 2.250 -0.946 -1.681
H -1.899 -3.868 -1.062
O -0.583 0.621 2.209
C -1.233 -3.576 -4.362
H -0.682 5.047 -4.584
C -1.771 -4.084 -3.193
H -2.852 4.920 -3.423
H -3.749 -1.051 -0.357
C -3.653 -1.017 -1.435
C 0.198 5.551 5.689
C -1.486 -3.480 -1.982
Br 0.686 3.396 0.417
C 1.513 5.272 6.044
C -4.354 -1.728 -3.614
H -2.266 -0.003 3.560
H -1.917 0.596 -3.846
H -0.028 -2.039 -5.235
F 3.477 4.016 5.821
C 2.891 -3.995 0.578
O 2.532 0.909 0.438
P -0.279 -1.558 -0.300
C -1.324 2.250 -2.017
F -0.341 2.904 3.270
C -3.440 -0.861 -4.186
H -3.365 -0.784 -5.265
C 3.383 -1.768 2.759
C 2.204 4.238 5.442
C 3.886 -3.548 -0.278
H 4.422 -2.100 -1.761
C -2.626 -0.080 -3.386
H 0.440 -0.935 -3.082
H -3.251 3.123 -1.751
N 1.511 -0.484 2.104
C -0.105 2.314 -2.679
F 2.108 6.046 6.981
H -4.983 -2.344 -4.244
Se 2.471 2.022 3.587
O 4.531 -0.087 0.467
C -2.082 4.187 -3.212
C -0.105 0.162 -0.563
```

Multiplicity   2
Total charge   -2
⟨S²⟩   0.7612
HOMO (alpha / beta)   -1.428 / -2.085 eV

***

Molecular formula: C6H9P
Method: DFT, ωB97M-V with the def2-TZVPD basis set

```
16
C6H9P (ωB97M-V with the def2-TZVPD basis set)
C 0.432 0.226 0.501
C 1.857 -0.199 0.664
C -0.582 0.109 -0.653
H 2.752 0.222 -1.280
H 3.836 -0.715 -0.095
C -2.726 -0.286 0.517
P -0.320 1.811 -0.081
H -2.191 -1.308 -1.124
H 2.107 -0.475 1.672
H -3.607 -0.838 0.601
H 0.773 2.040 -1.132
H -2.850 0.411 1.331
C -1.845 -0.596 -0.384
H -0.140 -0.007 1.384
C 2.849 -0.223 -0.275
H -0.345 -0.172 -1.646
```

SMILES string   C=C[C@H]1P[C@@H]1C=C
HOMO   -8.757 eV

***

Molecular formula: C14H16F6N3O5PdS4
Method: DFT, ωB97M-V with the def2-TZVPD basis set

```
49
C14H16F6N3O5PdS4 (ωB97M-V with the def2-TZVPD basis set)
C -0.219 -3.680 0.005
H -2.210 -0.995 2.972
H -1.955 -0.937 -0.766
C 1.055 -2.329 3.422
C 1.213 -1.385 2.462
S 2.985 2.022 3.454
Pd 0.718 -0.423 -0.488
N 0.639 0.891 -2.235
C -3.557 0.212 0.151
C 2.322 0.480 3.782
H 0.490 -4.451 -0.304
C -3.443 0.312 1.682
H -1.187 -4.139 0.202
C -1.258 2.564 -3.188
O -2.497 -1.703 1.083
C -2.261 -0.609 1.952
C 0.283 -2.967 1.210
O -0.729 2.294 -0.702
F -0.769 2.620 -4.423
O 0.966 3.418 -2.117
H -0.298 -2.943 -0.795
F 0.481 -1.313 -4.004
C 2.847 2.888 0.755
H -2.997 1.023 -0.307
H 3.506 3.664 1.143
N 0.745 -1.752 1.209
F -1.906 3.711 -2.945
H -4.332 -0.089 2.175
N 1.988 0.715 1.518
F -2.147 1.566 -3.133
H -4.586 0.261 -0.206
S 1.947 0.739 -3.133
O 3.185 0.778 -2.416
H 1.911 3.344 0.432
S 0.047 2.333 -1.908
H 3.292 2.426 -0.126
C 2.572 1.837 1.776
F 2.190 -1.917 -2.817
O 1.873 1.486 -4.360
H -1.313 -0.118 1.692
H -3.281 1.334 2.026
F 2.483 -1.152 -4.806
H -3.508 -1.856 -0.678
C 1.838 -0.065 2.634
H 2.328 0.062 4.775
C 1.743 -1.025 -3.692
H 1.342 -2.277 4.459
S 0.333 -3.727 2.756
C -2.868 -1.129 -0.177
```

Total charge   -1
HOMO   -2.896 eV

***

Molecular formula: C17H14BrClCrO2
Method: DFT, ωB97M-V with the def2-TZVPD basis set

```
36
C17H14BrClCrO2 (ωB97M-V with the def2-TZVPD basis set)
Cr 0.139 0.775 -0.147
O -1.126 -0.188 2.088
H -1.754 0.336 -5.355
C -1.359 3.558 -4.477
C -0.127 -4.374 4.592
C 0.492 -3.347 2.486
C -1.310 -2.412 3.800
C -0.146 1.894 -5.535
H 1.827 0.132 2.328
C -0.513 -2.395 2.658
C 0.979 2.047 1.480
C -1.128 -3.403 4.769
H 0.716 3.951 -5.253
H 0.492 2.504 2.344
C 1.688 0.800 1.475
H 2.362 2.017 -1.604
Br -1.265 0.468 -2.067
H 1.098 -3.306 1.589
H 0.640 1.365 -6.067
C 1.985 1.803 -0.608
H -1.657 4.517 -4.065
C 0.704 -4.325 3.462
H -2.060 -1.632 3.916
C 1.165 2.668 0.204
C -2.167 2.383 -4.519
Cl 0.107 -5.599 5.771
H 1.512 -5.040 3.348
H 0.814 3.667 -0.063
C -0.108 3.258 -5.105
H 2.941 -0.199 -0.107
C 2.310 0.637 0.186
C -1.414 1.350 -5.169
H -1.736 -3.423 5.668
H -3.178 2.287 -4.137
O -0.252 -1.495 0.462
C -0.671 -1.278 1.653
```

Multiplicity   5
Total charge   -2
⟨S²⟩   6.0247
HOMO (alpha / beta)   0.279 / 0.265 eV

***

Molecular formula: C6H12O
Method: DFT, ωB97M-V with the def2-TZVPD basis set

```
19
C6H12O (ωB97M-V with the def2-TZVPD basis set)
C 1.848 -1.217 0.446
H -0.550 -1.676 -1.585
H -1.544 1.010 -1.303
C 0.609 -2.067 0.278
H -2.857 1.430 -0.165
O -1.118 0.691 0.704
C 0.277 -1.528 -0.896
H -2.444 -0.283 -0.464
C -0.572 1.952 0.974
H -1.318 2.631 1.414
H 1.164 0.495 -0.828
H 2.799 -1.762 0.422
H -0.168 2.425 0.063
C -2.033 0.724 -0.357
H 2.165 -0.679 -1.727
C 1.441 -0.563 -0.912
H 1.850 -0.535 1.304
H 0.151 -2.816 0.917
H 0.245 1.807 1.686
```

SMILES string   C1=CCC1.COC
HOMO   -9.099 eV